# 1
ORCA calculation (the ωB97M-V functional and the def2-TZVPD basis) on a molecular structure, C37H27BrCaF10N6O2 in a non-equilibrium geometry.

```
84
Properties=species:S:1:pos:R:3:forces:R:3
Ca 11.797 -10.605 10.924 0.9 0.2 -0.3
O 11.252 -10.884 12.982 0.1 -0.6 1.4
C 11.215 -11.723 13.970 0.7 0.4 -0.9
C 10.361 -11.442 15.070 0.3 -0.4 -0.4
C 10.046 -12.431 15.953 0.5 -0.4 0.0
C 10.672 -13.681 15.876 -0.2 -0.1 -0.3
C 11.612 -13.961 14.898 0.2 0.5 0.2
C 12.008 -12.954 13.983 -1.7 0.2 0.3
C 13.092 -13.200 13.087 1.5 1.4 -2.3
N 13.485 -12.387 12.103 -3.5 -0.4 2.9
N 14.663 -12.576 11.573 2.3 -1.0 -1.6
C 14.815 -11.911 10.427 -0.8 -0.7 2.0
O 13.940 -11.161 9.913 -0.1 0.4 -0.8
C 16.083 -12.186 9.712 -0.4 0.8 0.4
C 16.898 -13.290 9.971 -0.7 0.4 -0.4
C 17.802 -13.662 9.011 0.5 0.5 -0.7
C 17.961 -12.870 7.869 0.1 0.6 -0.1
C 17.279 -11.652 7.721 0.5 -0.4 -0.5
C 16.340 -11.309 8.671 0.1 0.4 -0.7
H 9.927 -10.461 15.098 -0.3 0.3 -0.1
H 9.277 -12.310 16.689 -0.2 0.3 0.5
H 10.373 -14.419 16.589 -0.1 -0.6 0.2
H 12.033 -14.978 14.866 0.1 0.6 -0.1
H 13.702 -14.090 13.274 0.1 0.1 0.1
H 16.743 -13.872 10.856 -0.3 -0.2 0.3
H 18.382 -14.562 9.130 0.2 -0.2 0.0
H 18.672 -13.145 7.109 0.2 -0.2 -0.2
H 17.420 -11.000 6.832 0.1 -0.6 0.7
H 15.780 -10.368 8.557 0.0 -0.7 0.3
C 12.278 -9.827 7.085 -0.3 -0.7 1.2
N 11.634 -9.265 8.302 -1.0 0.9 -1.2
C 10.115 -9.231 8.186 1.0 -0.2 0.2
C 9.512 -10.555 8.673 -0.5 0.3 0.9
N 9.465 -10.652 10.150 0.7 -0.6 -0.5
C 8.316 -10.493 10.798 -0.5 0.2 0.1
C 8.045 -11.137 12.061 -0.1 -0.1 -0.4
F 8.842 -12.188 12.416 -0.7 0.9 0.0
C 6.929 -10.820 12.844 1.1 0.1 -1.6
F 6.799 -11.375 14.046 -0.4 -0.2 0.3
C 5.958 -9.955 12.335 -0.1 0.0 0.1
F 4.884 -9.673 13.124 0.0 0.2 -0.2
C 6.107 -9.400 11.056 0.3 -0.4 1.1
F 5.245 -8.496 10.562 -0.4 0.0 0.2
C 7.244 -9.666 10.344 0.4 -0.3 0.0
F 7.371 -9.010 9.157 -0.1 0.2 0.1
C 12.187 -7.910 8.459 -0.3 -0.3 1.0
C 11.778 -7.292 9.802 1.1 0.1 -0.1
N 12.200 -8.117 10.936 -0.3 -0.1 -1.3
C 12.331 -7.478 12.076 0.4 0.2 1.2
C 11.849 -6.165 12.437 0.1 -1.5 -1.2
F 11.072 -5.492 11.535 0.1 0.2 0.7
C 12.070 -5.645 13.667 0.2 0.4 1.2
F 11.453 -4.470 13.994 0.5 -0.4 0.0
C 12.826 -6.329 14.633 -0.4 0.5 0.5
F 12.951 -5.774 15.880 -0.1 -0.1 -0.2
C 13.291 -7.618 14.389 -0.4 0.2 -0.9
F 13.948 -8.318 15.339 -0.1 0.4 -0.4
C 13.068 -8.141 13.124 0.5 0.0 0.2
F 13.721 -9.294 12.806 -0.6 0.4 0.1
H 12.369 -9.131 6.232 -0.4 0.0 0.2
H 13.284 -10.123 7.400 0.0 0.0 -0.2
H 11.729 -10.739 6.811 0.2 0.2 -0.2
H 9.692 -8.414 8.805 0.5 -0.6 -0.3
H 9.819 -9.018 7.151 0.1 0.0 -0.2
H 8.507 -10.618 8.239 0.2 -0.4 -0.1
H 10.099 -11.432 8.370 0.0 0.3 -0.4
H 13.274 -8.044 8.461 0.0 0.2 0.0
H 11.933 -7.194 7.633 -0.1 -0.6 0.3
H 12.325 -6.324 9.810 -0.4 -0.2 0.1
H 10.710 -7.091 9.851 -0.2 0.2 -0.3
C 14.146 -15.527 6.700 0.6 0.4 0.2
C 13.057 -15.373 7.724 0.3 -0.3 0.1
C 12.524 -16.509 8.364 0.4 0.9 -0.5
C 11.529 -16.326 9.284 -0.9 1.0 -0.1
C 11.007 -15.010 9.470 1.3 -1.2 -0.9
Br 9.448 -14.835 10.474 -0.3 0.3 0.4
N 11.548 -13.951 8.904 -0.6 0.1 0.8
C 12.593 -14.120 8.102 0.1 -0.6 -0.1
H 14.228 -16.560 6.426 0.0 -0.7 -0.3
H 15.139 -15.258 7.098 -0.4 0.2 -0.1
H 13.984 -14.956 5.780 -0.1 0.1 0.3
H 12.899 -17.503 8.107 -0.1 0.3 0.1
H 11.044 -17.168 9.728 -0.2 -0.3 0.5
H 13.084 -13.217 7.763 -0.1 0.1 -0.2
```
Positions in Å, forces in eV/Å.

Output
HOMO-LUMO gap, Eh: 0.19462
Lowest unoccupied orbital energy, eV: 3.892
Largest force on an atom, Eh/bohr: 0.0898
Energy, eV: -167500.2194
Net charge: -2
HOMO energy, eV: -1.40

Löwdin atomic charge list, values in e, 6 entries: Ca 1.38; O -0.28; C -0.36; C -0.04; C -0.13; C -0.16

# 2
ORCA calculation (the ωB97M-V functional and the def2-TZVPD basis) on 23 unconnected molecules or ions with the total composition C37H27Cl88F3INO2P.

```
160
Properties=species:S:1:pos:R:3:forces:R:3
C 4.191 1.923 4.200 0.3 -0.1 -0.1
C 3.881 0.970 3.025 0.2 0.2 -0.6
C 2.466 1.132 2.436 0.1 0.3 0.8
I 2.497 0.446 0.380 0.0 -0.1 -0.1
P 0.909 0.668 3.580 0.1 -0.5 0.0
C -0.005 2.355 3.009 -0.3 0.3 0.1
C -0.009 2.760 1.603 -0.2 -0.3 0.1
O 0.614 3.701 1.159 0.3 0.5 -0.2
C 1.808 -0.871 4.382 0.0 -0.1 0.0
C 2.364 -2.008 3.509 -0.2 -0.5 -0.1
C 3.287 -2.851 4.310 -0.3 0.0 -0.1
F 2.743 -3.452 5.394 0.0 0.3 0.5
C 4.586 -2.985 4.169 0.6 0.0 -0.2
F 5.244 -2.767 3.037 0.0 0.5 0.0
F 5.432 -3.353 5.119 0.0 -0.4 0.1
C -0.036 -0.463 2.324 -0.6 -0.2 0.2
C -1.227 -1.132 3.009 0.3 0.1 0.0
N -2.420 -0.245 3.073 -0.4 -0.3 -0.2
C -3.184 -0.302 1.812 0.0 0.1 -0.3
C -3.246 1.045 1.084 -0.2 -0.2 0.0
C -3.225 -0.605 4.192 0.7 0.2 0.2
C -2.934 0.150 5.462 0.3 -0.3 0.2
O -4.089 -1.443 4.146 -0.6 -0.2 -0.1
H 4.984 2.613 3.904 -0.1 0.0 0.0
H 4.576 1.375 5.062 -0.2 0.0 0.1
H 3.334 2.521 4.499 0.0 -0.1 0.1
H 4.562 1.256 2.216 0.1 -0.1 0.0
H 4.140 -0.064 3.253 -0.2 0.0 0.1
H 2.364 2.213 2.313 -0.1 0.0 -0.2
H 1.545 1.484 4.602 0.2 0.1 -0.2
H -0.188 0.464 4.511 0.0 0.1 0.1
H 0.464 3.176 3.561 0.1 -0.2 0.1
H -1.032 2.247 3.373 0.0 -0.3 -0.2
H -0.593 2.144 0.890 -0.1 0.0 0.1
H 2.613 -0.469 5.007 0.0 0.1 -0.1
H 1.106 -1.322 5.093 0.0 0.1 0.0
H 1.545 -2.643 3.158 0.0 0.0 -0.1
H 2.890 -1.656 2.620 0.0 0.1 0.0
H 0.583 -1.282 1.956 0.2 0.2 -0.1
H -0.447 0.049 1.447 0.3 0.1 0.0
H -0.951 -1.489 4.008 -0.1 0.2 0.1
H -1.530 -2.029 2.447 0.0 0.0 0.1
H -4.195 -0.646 2.021 0.1 0.0 0.1
H -2.750 -1.052 1.147 0.0 0.0 0.1
H -2.590 1.087 0.212 0.1 0.1 0.2
H -2.996 1.844 1.782 0.1 0.0 -0.1
H -4.262 1.223 0.725 0.1 0.0 -0.1
H -1.992 0.689 5.395 -0.1 0.1 0.0
H -3.764 0.838 5.644 0.1 0.0 -0.1
H -2.893 -0.554 6.296 -0.1 0.1 0.0
C -6.738 -2.974 2.205 0.2 -0.1 0.1
Cl -7.061 -1.754 3.429 -0.2 0.0 -0.1
Cl -6.022 -2.215 0.782 -0.1 0.0 0.0
Cl -5.605 -4.165 2.854 0.0 0.0 0.0
Cl -8.242 -3.794 1.745 0.0 0.0 0.0
C -6.741 -0.364 7.264 0.0 0.0 0.0
Cl -8.350 -0.651 7.943 0.0 0.0 0.0
Cl -6.906 0.525 5.743 0.0 0.1 0.1
Cl -5.791 0.606 8.396 0.0 0.0 0.0
Cl -5.934 -1.895 6.973 0.0 0.0 0.0
C 6.253 -6.953 5.008 0.0 -0.1 -0.1
Cl 6.269 -8.597 5.703 0.0 0.1 -0.2
Cl 7.343 -5.931 5.934 -0.1 0.2 0.0
Cl 6.812 -7.048 3.334 0.0 0.0 0.0
Cl 4.620 -6.314 5.061 -0.1 -0.1 0.0
C -2.416 -2.590 -1.686 -0.1 0.1 0.0
Cl -1.866 -3.513 -3.092 0.0 0.0 0.0
Cl -3.758 -1.536 -2.169 0.0 0.1 0.0
Cl -2.995 -3.712 -0.457 0.1 -0.1 0.1
Cl -1.103 -1.609 -1.047 0.1 -0.2 0.1
C -9.507 -2.380 -2.019 0.0 0.0 0.0
Cl -9.807 -1.602 -3.579 0.0 0.0 0.0
Cl -10.679 -3.684 -1.780 0.0 0.0 0.0
Cl -7.878 -3.043 -1.992 0.0 -0.1 -0.1
Cl -9.681 -1.191 -0.727 0.0 0.0 0.0
C 11.172 -7.705 6.732 0.0 0.0 0.0
Cl 9.553 -8.373 6.575 0.1 -0.2 0.0
Cl 11.067 -5.950 6.924 0.0 0.0 0.0
Cl 11.971 -8.401 8.148 0.0 0.0 0.0
Cl 12.114 -8.080 5.284 0.0 0.0 0.0
C -0.664 3.098 -2.328 0.2 -0.1 0.0
Cl 0.926 3.672 -1.887 0.1 0.0 -0.1
Cl -0.774 1.372 -1.970 -0.2 0.2 -0.1
Cl -1.903 4.002 -1.448 0.0 -0.1 0.1
Cl -0.926 3.345 -4.067 -0.1 0.2 0.2
C -0.031 5.578 -7.383 0.1 0.1 0.2
Cl -0.612 6.463 -8.807 -0.2 -0.2 0.0
Cl -1.013 4.136 -7.124 0.0 0.0 -0.4
Cl 1.651 5.108 -7.640 0.0 0.0 0.0
Cl -0.157 6.592 -5.946 0.0 0.0 0.0
C 2.877 9.611 -7.517 -0.1 -0.2 0.3
Cl 2.459 10.611 -6.124 0.1 0.3 -0.1
Cl 3.495 10.603 -8.836 -0.1 0.0 0.0
Cl 4.115 8.432 -7.046 0.1 0.0 0.0
Cl 1.424 8.741 -7.999 0.2 0.2 -0.3
C 8.017 3.982 3.918 0.0 0.0 0.0
Cl 6.844 5.213 3.447 0.0 0.0 0.0
Cl 7.859 3.652 5.647 0.0 0.0 0.0
Cl 7.718 2.506 3.008 0.0 0.0 -0.1
Cl 9.654 4.567 3.581 0.0 0.0 0.0
C 1.546 -0.133 -5.015 0.0 0.0 0.1
Cl 2.688 -0.949 -6.097 0.0 0.0 0.0
Cl 2.402 0.492 -3.610 0.0 0.0 0.0
Cl 0.771 1.201 -5.873 0.1 -0.1 -0.2
Cl 0.309 -1.281 -4.491 0.0 0.0 0.0
C 1.988 -0.387 -10.637 0.0 0.0 0.0
Cl 1.088 -1.797 -10.075 0.0 0.0 0.0
Cl 1.518 1.029 -9.698 0.1 0.0 0.0
Cl 3.717 -0.674 -10.447 0.0 0.0 0.1
Cl 1.610 -0.104 -12.347 0.0 0.0 0.0
C 6.511 0.662 -13.687 0.0 0.0 0.0
Cl 4.783 0.346 -13.553 0.0 0.0 -0.1
Cl 7.409 -0.663 -12.937 0.0 0.0 0.0
Cl 6.967 0.789 -15.390 0.0 0.0 0.0
Cl 6.899 2.174 -12.861 0.0 0.0 0.0
C -3.284 0.951 -8.664 0.0 0.0 0.0
Cl -4.009 1.720 -10.083 0.0 0.0 0.0
Cl -4.148 -0.542 -8.300 0.0 -0.1 0.0
Cl -1.586 0.609 -8.988 -0.1 0.0 0.0
Cl -3.414 2.037 -7.276 -0.1 -0.1 0.1
C -4.189 7.260 -2.949 0.0 0.0 0.1
Cl -4.409 6.577 -1.332 0.0 0.0 0.0
Cl -3.263 8.760 -2.830 0.0 0.0 0.0
Cl -3.324 6.114 -3.968 0.0 0.0 0.0
Cl -5.775 7.603 -3.653 0.1 -0.1 -0.2
C -6.058 3.789 2.190 0.0 -0.1 0.0
Cl -5.818 5.027 3.420 0.0 0.0 0.1
Cl -4.836 3.957 0.935 0.0 0.1 0.0
Cl -5.949 2.191 2.939 0.0 0.0 -0.1
Cl -7.664 3.973 1.456 0.0 -0.2 0.1
C 6.149 -7.006 10.305 0.1 0.0 0.0
Cl 7.678 -6.145 10.517 0.0 0.0 0.0
Cl 6.024 -8.287 11.519 0.0 0.0 0.0
Cl 4.805 -5.883 10.485 0.0 0.0 0.0
Cl 6.108 -7.720 8.691 -0.1 0.2 0.2
C 6.997 -12.463 7.720 0.0 0.0 0.0
Cl 5.398 -13.193 7.550 0.0 0.0 0.0
Cl 6.825 -10.738 8.049 0.0 -0.2 0.1
Cl 7.858 -13.235 9.056 0.0 0.0 0.0
Cl 7.910 -12.685 6.224 0.0 0.0 0.0
C -6.951 -3.525 -8.100 0.0 0.0 0.0
Cl -8.465 -4.377 -7.769 0.0 0.0 0.0
Cl -7.270 -2.140 -9.148 0.0 0.0 0.0
Cl -6.252 -2.967 -6.581 -0.1 0.1 0.0
Cl -5.826 -4.623 -8.906 0.0 0.0 0.0
C -7.426 8.726 0.518 0.1 0.0 0.0
Cl -5.848 9.379 0.971 0.0 0.0 0.0
Cl -7.509 7.026 0.973 0.0 0.2 0.0
Cl -8.698 9.634 1.346 0.0 0.0 0.0
Cl -7.632 8.861 -1.230 -0.1 0.1 0.1
C -3.974 -6.385 -5.665 0.0 0.0 0.0
Cl -3.601 -7.513 -6.977 0.0 0.0 0.0
Cl -3.171 -6.914 -4.185 0.0 0.0 0.0
Cl -3.402 -4.775 -6.103 0.1 0.0 0.0
Cl -5.720 -6.352 -5.404 0.0 0.0 0.0
C 1.659 8.292 -2.510 0.0 0.0 0.0
Cl 2.558 8.002 -1.021 0.0 0.0 0.0
Cl 2.732 8.119 -3.901 0.0 -0.2 0.1
Cl 0.333 7.136 -2.634 0.0 0.1 0.0
Cl 1.005 9.942 -2.489 0.0 0.0 0.0
```
Positions in Å, forces in eV/Å.

Output
HOMO-LUMO gap, Eh: 0.22351
Lowest unoccupied orbital energy, eV: 1.101
Relative energy (zero: lowest compared OMol25 entry of this formula, charge and spin), kcal/mol: 0.00
Largest force on an atom, Eh/bohr: 0.0165
Energy, eV: -1171899.1064
Net charge: -1
HOMO energy, eV: -4.98

Löwdin atomic charge list, values in e, 6 entries: C -0.11; C -0.37; C -0.75; I 0.83; P 0.58; C -0.26

# 3
ORCA calculation (the ωB97M-V functional and the def2-TZVPD basis) on a molecular structure, C37H27CoN4O7P in a non-equilibrium geometry.

```
77
Properties=species:S:1:pos:R:3:forces:R:3
Co -0.670 2.408 -0.084 0.7 -0.1 -0.2
O 2.559 0.690 1.116 0.0 -0.1 -0.2
C 1.405 1.363 1.229 -0.6 -0.2 0.7
N 1.138 2.389 0.405 0.7 0.2 -0.5
C 2.036 3.108 -0.336 -0.1 -0.4 0.6
O 3.248 3.045 -0.301 0.0 0.2 -0.2
C 1.288 4.092 -1.195 -0.1 0.3 -0.2
C 1.935 4.849 -2.155 0.1 -0.1 0.1
C 1.187 5.707 -2.942 -0.1 0.0 0.1
C -0.180 5.790 -2.723 0.1 0.1 0.0
C -0.746 5.012 -1.727 0.0 0.1 0.0
N -0.031 4.180 -0.980 0.0 0.1 -0.1
C 0.388 0.986 2.102 1.0 -0.4 -0.4
C 0.475 -0.316 2.894 -0.1 0.0 -0.2
C -0.894 -0.810 3.253 -0.2 0.3 0.1
C -1.945 0.014 3.197 0.2 -0.4 0.4
C -1.814 1.344 2.653 0.4 0.4 -0.4
N -0.747 1.741 2.021 -0.9 0.0 0.3
H 3.006 4.743 -2.259 0.0 0.0 0.0
H 1.659 6.301 -3.714 0.0 0.0 0.0
H -0.799 6.454 -3.311 0.0 0.0 0.0
H -1.805 5.061 -1.508 0.0 -0.1 0.0
H 1.022 -0.150 3.835 0.0 -0.2 0.0
H -0.983 -1.810 3.662 -0.1 0.0 0.0
H -2.925 -0.316 3.520 0.0 0.0 0.0
H -2.635 2.040 2.735 -0.2 -0.1 -0.2
O -4.794 3.583 1.473 -0.4 -0.3 0.0
C -3.611 3.358 0.886 0.2 0.4 0.3
O -2.690 4.122 1.000 0.2 0.1 -0.1
C -3.575 2.119 0.074 0.2 -0.6 -0.6
C -4.630 1.225 0.007 -0.1 0.5 0.3
C -4.562 0.162 -0.876 0.2 -0.2 -0.3
C -3.470 0.064 -1.718 -0.4 -0.1 0.0
C -2.437 0.970 -1.574 0.5 0.3 0.1
N -2.449 1.943 -0.656 -1.5 -0.2 0.4
C -1.177 0.957 -2.433 0.2 0.0 -0.1
O -1.127 0.247 -3.425 -0.2 0.0 0.1
O -0.295 1.771 -1.999 0.1 -0.2 0.3
H -4.733 4.424 1.946 0.1 0.1 0.0
H -5.487 1.383 0.647 0.0 0.0 -0.1
H -5.357 -0.570 -0.928 0.0 0.1 0.0
H -3.394 -0.697 -2.482 0.1 0.0 0.0
O -0.462 -0.587 -0.023 0.0 0.5 0.0
P 0.568 -1.599 0.330 0.0 -0.1 0.1
C 1.875 -1.747 -0.913 -0.1 -0.1 0.1
C 1.844 -0.833 -1.959 -0.1 0.1 0.1
C 2.731 -0.966 -3.019 0.0 0.0 0.0
C 3.640 -2.011 -3.035 0.0 0.1 -0.1
C 3.672 -2.927 -1.989 0.0 -0.1 0.0
C 2.789 -2.802 -0.932 0.0 0.1 -0.1
C 1.381 -1.279 2.064 -0.3 0.3 -0.5
C 1.641 -2.621 2.674 0.1 0.0 0.2
C 2.855 -3.177 2.663 -0.1 0.0 0.0
C 3.992 -2.509 2.028 0.1 0.1 0.0
C 3.899 -1.247 1.620 0.0 0.3 -0.1
C 2.685 -0.448 1.978 0.1 -0.3 0.0
C -0.338 -3.187 0.267 0.2 0.1 -0.1
C -1.511 -3.291 1.017 0.1 -0.1 0.0
C -2.457 -4.255 0.714 0.0 0.0 0.1
C -2.256 -5.117 -0.355 0.0 -0.1 0.0
C -1.094 -5.026 -1.102 0.0 0.0 0.0
C -0.139 -4.064 -0.798 0.0 -0.1 0.2
H 1.114 -0.032 -1.950 0.1 0.0 0.0
H 2.692 -0.253 -3.832 0.0 0.0 0.0
H 4.317 -2.125 -3.872 0.0 0.0 0.0
H 4.382 -3.745 -2.008 0.0 0.0 0.0
H 2.796 -3.529 -0.131 0.0 0.0 0.0
H 0.792 -3.161 3.077 0.0 0.0 0.0
H 3.001 -4.170 3.068 0.0 0.0 0.0
H 4.895 -3.082 1.857 0.0 0.0 0.0
H 4.696 -0.717 1.113 0.0 -0.1 0.0
H 2.881 -0.043 2.982 -0.1 -0.1 0.0
H -1.693 -2.591 1.820 -0.1 0.0 -0.1
H -3.369 -4.314 1.297 0.0 0.0 0.0
H -3.010 -5.850 -0.614 0.0 0.0 0.0
H -0.936 -5.678 -1.951 0.0 0.0 0.0
H 0.745 -3.987 -1.413 0.0 0.0 -0.1
```
Positions in Å, forces in eV/Å.

Output
Multiplicity: 2
HOMO-LUMO gap (spin up / spin down), Eh: 0.23283 / 0.23182
Lowest unoccupied orbital energy (spin up / spin down), eV: -0.483 / -0.494
Relative energy (zero: lowest compared OMol25 entry of this formula, charge and spin), kcal/mol: 96.15
Largest force on an atom, Eh/bohr: 0.0306
Energy, eV: -106017.1374
Net charge: 0
HOMO energy (spin up / spin down), eV: -6.82 / -6.80

Löwdin atomic charge list, values in e, 6 entries: Co 0.62; O 0.06; C -0.26; N 0.07; C -0.41; O 0.09